The following is a DFT calculation (wB97M-V/def2-TZVPD) of a molecular structure, C36H37HgNP2S in a non-equilibrium geometry.

Energy (Ha): -2682.88102

Geometry as ORCA input:
```
! RIJCOSX wB97M-V def2-TZVPD def2/J DEFGRID3
* xyz 0 1
Hg -0.047 0.220 2.261
C -1.712 0.884 -2.882
C -1.816 -0.440 -2.737
C -1.220 -1.438 -3.682
C 0.177 -1.088 -4.273
C 1.138 -0.208 -3.524
C 1.161 1.129 -3.505
C 0.188 2.026 -4.201
C -1.280 1.545 -4.152
C 1.415 0.430 3.830
H -2.012 1.577 -2.097
H -2.468 -0.867 -1.957
H -1.896 -1.590 -4.542
H -1.166 -2.415 -3.178
H 0.701 -2.051 -4.376
H 0.014 -0.720 -5.300
H 1.993 -0.751 -3.103
H 2.021 1.668 -3.103
H 0.462 2.163 -5.268
H 0.252 3.030 -3.750
H -1.900 2.445 -4.273
H -1.458 0.887 -5.017
H 1.146 1.292 4.452
H 2.419 0.536 3.413
H 1.341 -0.490 4.411
P -1.595 -0.686 0.620
P 1.985 0.046 0.652
C -0.296 -1.245 -0.487
C 1.034 -0.875 -0.542
C -2.520 -2.156 1.106
C -2.869 -3.143 0.166
C -3.574 -4.276 0.580
C -3.921 -4.446 1.926
C -3.544 -3.475 2.864
C -2.864 -2.332 2.458
C -2.744 0.707 0.359
C -2.243 2.031 0.320
C -3.108 3.124 0.362
C -4.494 2.927 0.397
C -5.004 1.623 0.406
C -4.143 0.524 0.394
C 3.378 -0.999 1.153
C 3.118 -2.279 1.690
C 4.172 -3.077 2.129
C 5.492 -2.621 2.025
C 5.755 -1.364 1.469
C 4.709 -0.549 1.036
C 2.545 1.766 0.445
C 2.520 2.705 1.502
C 2.843 4.039 1.263
C 3.127 4.472 -0.038
C 3.180 3.539 -1.084
C 2.984 2.186 -0.821
H -0.582 -2.134 -1.077
H 1.662 -1.364 -1.294
H -2.599 -3.021 -0.884
H -3.859 -5.031 -0.158
H -4.488 -5.326 2.242
H -3.792 -3.607 3.917
H -2.584 -1.565 3.183
H -1.163 2.199 0.275
H -2.701 4.138 0.372
H -5.171 3.787 0.427
H -6.085 1.463 0.437
H -4.550 -0.487 0.430
H 2.084 -2.627 1.775
H 3.964 -4.055 2.560
H 6.316 -3.240 2.386
H 6.781 -1.008 1.379
H 4.910 0.442 0.620
H 2.244 2.379 2.504
H 2.864 4.751 2.089
H 3.310 5.531 -0.238
H 3.381 3.865 -2.104
H 3.167 1.431 -1.593
S -1.382 -0.313 7.101
C -1.487 -0.146 5.517
N -1.615 -0.004 4.336
*
```

=====

The following is a DFT calculation (wB97M-V/def2-TZVPD) of C6H8 in the gas phase.

Energy (Ha): -233.31933

Geometry as ORCA input:
```
! RIJCOSX wB97M-V def2-TZVPD def2/J DEFGRID3
* xyz 0 1
C 2.535 -0.322 0.713
C 1.431 -0.165 0.256
C 0.040 0.061 -0.093
C -0.336 1.507 -0.411
C -0.786 -1.011 -0.769
C -0.912 -0.814 0.704
H 3.490 -0.460 1.171
H -1.240 1.807 0.129
H -0.532 1.625 -1.481
H 0.461 2.205 -0.140
H -0.309 -1.906 -1.154
H -1.601 -0.626 -1.379
H -1.804 -0.346 1.113
H -0.438 -1.556 1.341
*
```

=====

The following is a DFT calculation (wB97M-V/def2-TZVPD) of C5H7NO in the gas phase.

Energy (Ha): -324.71532

Geometry as ORCA input:
```
! RIJCOSX wB97M-V def2-TZVPD def2/J DEFGRID3
* xyz 0 1
C 0.085 -1.460 1.220
C 0.284 -0.501 0.059
C -0.858 -0.229 -0.890
C -0.737 1.018 -1.348
N 0.345 1.669 -0.726
C 0.757 0.921 0.373
O 1.361 1.340 1.332
H -0.142 -2.457 0.824
H -0.731 -1.158 1.881
H 1.001 -1.533 1.815
H 1.116 -0.893 -0.554
H -1.628 -0.936 -1.158
H -1.331 1.552 -2.080
H 0.477 2.667 -0.747
*
```

=====

The following is a DFT calculation (wB97M-V/def2-TZVPD) of C27H41N3O6 in the gas phase.

Energy (Ha): -1669.29950

Geometry as ORCA input:
```
! RIJCOSX wB97M-V def2-TZVPD def2/J DEFGRID3
* xyz 0 1
C 7.377 0.049 0.846
C 6.272 -0.962 1.146
C 5.801 -0.832 2.594
C 5.129 -0.810 0.132
N 4.393 0.423 0.336
C 3.756 1.070 -0.661
O 3.781 0.710 -1.821
O 3.107 2.136 -0.172
C 2.339 2.996 -1.050
C 3.264 3.677 -2.057
C 1.717 4.023 -0.104
C 1.249 2.194 -1.761
C 4.140 -1.997 0.157
O 4.101 -2.829 1.039
N 3.328 -1.998 -0.915
C 2.206 -2.898 -1.036
C 0.856 -2.177 -0.910
C 0.759 -1.419 0.415
C -0.615 -0.781 0.589
C -1.715 -1.846 0.504
C -3.041 -1.197 0.873
O -3.257 -0.795 1.998
N -3.950 -1.062 -0.121
C -5.263 -0.526 0.127
C -5.401 0.913 -0.428
C -4.345 1.787 0.185
C -4.504 2.276 1.475
C -3.513 3.038 2.064
C -2.351 3.325 1.367
C -2.187 2.844 0.081
C -3.176 2.074 -0.504
C -6.300 -1.412 -0.531
O -6.049 -2.249 -1.358
O -7.537 -1.137 -0.121
C -1.644 -2.535 -0.855
C -0.277 -3.198 -1.019
H 7.780 -0.101 -0.153
H 8.188 -0.057 1.563
H 6.990 1.063 0.911
H 6.664 -1.975 1.010
H 5.524 0.192 2.834
H 4.955 -1.490 2.772
H 6.606 -1.122 3.264
H 5.550 -0.757 -0.880
H 4.224 0.723 1.283
H 3.722 2.934 -2.706
H 4.049 4.220 -1.536
H 2.695 4.375 -2.665
H 1.090 3.522 0.629
H 1.115 4.731 -0.666
H 2.498 4.564 0.423
H 1.694 1.485 -2.453
H 0.655 1.649 -1.030
H 0.603 2.869 -2.316
H 3.399 -1.237 -1.581
H 2.261 -3.412 -2.002
H 2.312 -3.635 -0.236
H 0.768 -1.457 -1.733
H 1.527 -0.644 0.452
H 0.948 -2.111 1.238
H -0.786 -0.035 -0.193
H -0.679 -0.274 1.553
H -1.522 -2.587 1.289
H -3.817 -1.506 -1.016
H -5.414 -0.503 1.213
H -5.288 0.886 -1.514
H -6.399 1.280 -0.184
H -5.408 2.053 2.022
H -3.645 3.407 3.070
H -1.576 3.921 1.826
H -1.286 3.071 -0.470
H -3.040 1.695 -1.508
H -8.184 -1.703 -0.573
H -1.773 -1.800 -1.655
H -2.425 -3.293 -0.945
H -0.226 -3.701 -1.987
H -0.149 -3.956 -0.243
*
```